{"formula": "H38O19", "method": "ωB97M-V with the def2-TZVPD basis set", "e_homo_ev": -10.994, "species": ["O", "H", "H", "O", "H", "H", "O", "H", "H", "O", "H", "H", "O", "H", "H", "O", "H", "H", "O", "H", "H", "O", "H", "H", "O", "H", "H", "O", "H", "H", "O", "H", "H", "O", "H", "H", "O", "H", "H", "O", "H", "H", "O", "H", "H", "O", "H", "H", "O", "H", "H", "O", "H", "H", "O", "H", "H"], "positions_angstrom": [[3.102, -3.378, 0.835], [2.159, -3.554, 0.912], [3.305, -3.672, -0.060], [3.723, 0.850, 3.148], [2.982, 1.451, 3.146], [4.320, 0.857, 2.405], [-3.630, 0.608, 1.454], [-4.000, 1.485, 1.384], [-3.548, 0.092, 2.245], [-1.529, -0.445, -3.841], [-1.698, -0.318, -2.902], [-2.024, -1.203, -4.161], [3.579, 1.351, -1.516], [4.394, 0.876, -1.697], [3.703, 2.266, -1.274], [1.562, -1.493, -4.106], [1.303, -0.654, -4.526], [1.175, -1.150, -3.281], [-0.030, 1.501, 4.453], [-0.484, 1.659, 3.597], [-0.511, 0.817, 4.922], [4.223, -1.805, -1.624], [3.806, -1.954, -2.484], [3.506, -1.503, -1.055], [1.465, -1.055, 0.646], [1.220, -1.396, 1.520], [2.097, -0.366, 0.881], [-4.290, 0.836, -1.854], [-3.699, 0.471, -1.208], [-4.100, 0.403, -2.685], [0.330, 2.489, -2.238], [0.310, 3.449, -2.208], [1.194, 2.259, -2.595], [-2.900, 3.891, -2.169], [-3.614, 3.242, -2.078], [-2.595, 4.022, -1.269], [1.113, -1.547, 3.557], [1.072, -2.497, 3.446], [1.673, -1.231, 4.268], [-4.076, -3.055, -0.456], [-3.433, -2.512, -0.001], [-3.881, -3.122, -1.387], [-0.668, -0.038, -0.362], [-0.130, 0.732, -0.566], [-0.074, -0.781, -0.128], [0.106, -3.356, -2.116], [-0.513, -2.678, -1.888], [0.929, -2.864, -2.192], [-1.341, 2.216, 2.302], [-1.662, 1.443, 1.800], [-1.105, 2.791, 1.568], [-1.344, -2.996, 2.617], [-1.589, -2.269, 2.064], [-1.631, -3.279, 3.461], [0.611, 5.044, 0.862], [-0.151, 4.496, 1.073], [1.290, 4.572, 1.362]], "forces_ev_per_angstrom": [[0.0, -0.3, 0.0], [0.0, 0.0, 0.0], [0.2, 0.1, 0.0], [0.2, -1.1, 1.1], [0.1, 0.4, -0.6], [-0.3, 0.6, -0.5], [1.0, -0.8, -2.2], [-0.4, 0.0, 1.3], [-0.7, 0.8, 0.9], [0.2, 0.3, -0.2], [-0.1, -0.1, 0.1], [0.0, -0.1, 0.2], [-1.0, -0.6, 0.0], [0.2, 0.4, 0.1], [0.7, 0.1, 0.0], [-0.5, 1.6, 0.7], [0.4, -0.5, -1.2], [0.1, -1.0, 0.5], [0.3, 0.1, -0.1], [0.2, -0.1, 0.7], [-0.1, -0.1, -0.1], [-0.2, 0.0, -0.2], [0.1, 0.1, 0.1], [0.0, -0.1, 0.2], [0.3, -0.2, 0.3], [0.2, 0.1, 0.2], [0.0, 0.0, -0.1], [-0.6, 0.6, -0.2], [0.5, -0.4, 0.6], [0.1, -0.1, -0.2], [0.1, -0.3, 0.2], [-0.1, 0.1, -0.1], [0.1, 0.0, 0.0], [-0.3, -0.1, 0.0], [0.2, 0.0, -0.1], [0.0, 0.1, 0.1], [-0.7, 0.7, -0.8], [0.3, -0.2, 0.7], [0.3, -0.5, 0.0], [-0.7, -0.3, 0.5], [0.3, 0.1, -0.3], [0.4, 0.2, -0.2], [-1.2, -0.5, -0.3], [0.3, -0.1, -0.2], [0.2, 1.1, 0.0], [0.6, -0.4, 0.1], [-0.8, 0.6, 0.2], [0.1, -0.3, -0.2], [-0.4, -0.2, -1.1], [-0.1, -0.1, 0.3], [0.2, 0.2, 0.1], [2.3, -1.5, -1.8], [-1.0, 0.7, 0.9], [-1.3, 0.9, 0.8], [0.1, -0.6, 0.2], [-0.3, 0.4, -0.1], [0.3, 0.3, -0.1]], "lowdin_charge": [-0.06, 0.03, 0.03, -0.04, 0.02, 0.03, -0.03, 0.06, 0.04, -0.04, 0.00, 0.04, -0.05, 0.03, 0.03, -0.06, 0.05, 0.01, -0.09, -0.03, 0.02, -0.05, 0.03, 0.01, -0.06, 0.02, 0.06, -0.03, 0.00, 0.03, -0.05, 0.04, 0.02, -0.06, 0.02, 0.01, -0.05, 0.03, 0.05, -0.04, 0.01, 0.03, -0.08, 0.01, -0.01, -0.03, 0.00, 0.01, -0.04, 0.04, 0.04, -0.02, 0.02, 0.03, -0.04, 0.01, 0.04]}

{"formula": "H38O19", "method": "ωB97M-V with the def2-TZVPD basis set", "e_homo_ev": -10.709, "species": ["O", "H", "H", "O", "H", "H", "O", "H", "H", "O", "H", "H", "O", "H", "H", "O", "H", "H", "O", "H", "H", "O", "H", "H", "O", "H", "H", "O", "H", "H", "O", "H", "H", "O", "H", "H", "O", "H", "H", "O", "H", "H", "O", "H", "H", "O", "H", "H", "O", "H", "H", "O", "H", "H", "O", "H", "H"], "positions_angstrom": [[1.809, -1.380, -1.230], [0.878, -1.392, -1.396], [2.197, -1.712, -2.039], [0.467, -1.471, -3.986], [0.433, -0.760, -4.636], [1.012, -2.205, -4.259], [0.879, 3.778, 1.735], [1.450, 4.154, 2.410], [1.228, 4.127, 0.878], [-3.800, 0.612, 1.601], [-4.254, 0.022, 0.977], [-3.570, -0.073, 2.252], [1.865, -1.863, 3.723], [1.297, -2.627, 3.563], [2.225, -1.518, 2.923], [3.150, 1.113, -0.239], [3.068, 0.296, -0.752], [3.461, 1.783, -0.872], [-2.091, 1.889, 3.870], [-1.367, 2.447, 3.591], [-2.507, 1.548, 3.074], [-0.472, -4.349, 2.034], [-0.040, -4.507, 2.875], [0.234, -4.120, 1.427], [-1.951, -3.649, -1.356], [-1.237, -3.191, -0.883], [-2.566, -3.532, -0.618], [-2.856, -3.261, 2.724], [-3.109, -3.772, 1.933], [-1.910, -3.190, 2.476], [-1.108, -0.851, -1.387], [-1.382, -1.301, -2.224], [-1.326, 0.054, -1.662], [-0.133, 2.683, -1.860], [-1.064, 2.862, -2.064], [-0.104, 2.144, -1.030], [-2.780, -2.252, -3.745], [-2.144, -2.749, -4.254], [-2.799, -2.659, -2.867], [-2.998, 3.359, -0.544], [-2.450, 4.075, -0.234], [-2.977, 2.529, -0.064], [1.798, 4.146, -0.741], [2.213, 4.645, -1.453], [1.063, 3.672, -1.310], [3.347, 0.810, -4.038], [3.143, 0.404, -3.176], [2.660, 1.513, -3.851], [2.160, -2.817, 1.262], [2.084, -1.864, 1.195], [2.885, -3.403, 1.054], [-0.543, 1.832, 0.811], [0.404, 1.908, 0.895], [-0.952, 2.559, 0.345], [2.551, 2.245, 3.140], [2.808, 1.307, 3.259], [1.718, 1.944, 2.745]], "forces_ev_per_angstrom": [[1.4, 0.1, 0.2], [-1.4, 0.4, -0.2], [0.0, -0.1, -0.2], [-0.6, 0.3, 0.8], [0.4, -0.5, -0.2], [0.2, 0.1, -0.7], [0.0, 0.7, -0.5], [0.1, 0.0, 0.0], [-0.1, -0.2, 0.7], [-0.2, -1.1, -0.1], [0.0, 0.6, -0.2], [0.2, 0.4, 0.2], [-0.5, 0.1, 2.0], [0.5, 0.5, -0.6], [0.1, -0.4, -0.5], [0.1, 0.1, -0.5], [-0.2, 0.1, 0.2], [-0.2, -0.2, 0.5], [-0.3, -0.2, 0.5], [0.2, 0.1, -0.3], [0.2, 0.3, -0.2], [-0.1, 0.0, -0.1], [0.0, -0.2, 0.1], [0.5, 0.2, -0.1], [0.1, 0.4, 1.3], [0.6, 0.0, -0.8], [-0.7, -0.5, -0.4], [0.4, 0.0, -1.3], [-0.5, 0.0, 0.7], [-0.3, 0.1, 0.7], [-0.5, 0.0, -1.3], [0.3, 0.0, 0.6], [0.3, 0.0, 0.6], [0.0, -0.6, 0.2], [0.1, 0.0, 0.3], [-0.3, 0.1, -0.9], [-0.4, 0.6, 0.3], [0.3, -0.3, -0.1], [0.2, -0.3, -0.2], [-0.5, -0.2, -1.5], [0.2, -0.2, 0.9], [0.2, 0.3, 0.8], [-1.4, -1.0, -2.2], [0.4, 0.4, 0.4], [1.3, 0.9, 1.5], [-2.0, 1.2, 1.6], [0.8, -0.8, -0.3], [1.1, -0.4, -1.3], [-2.0, -1.5, 0.8], [1.3, -0.4, -1.2], [0.7, 1.3, -0.4], [-1.1, -1.8, -0.4], [0.4, 0.9, 0.1], [0.4, 0.7, 0.5], [-0.4, -2.3, -0.1], [1.1, 0.8, 0.6], [-0.4, 1.4, -0.2]], "lowdin_charge": [-0.04, -0.01, 0.04, -0.04, 0.06, 0.05, -0.09, 0.05, 0.01, -0.06, 0.05, 0.05, -0.05, 0.02, -0.02, -0.06, -0.01, 0.03, -0.05, 0.02, -0.02, -0.04, 0.06, 0.02, -0.04, 0.04, 0.05, -0.09, 0.03, 0.00, -0.07, 0.02, 0.05, -0.06, 0.06, 0.03, -0.06, 0.03, 0.00, -0.03, 0.05, 0.02, -0.10, 0.05, 0.05, -0.08, 0.01, 0.06, -0.05, 0.04, 0.07, -0.04, 0.02, 0.00, -0.07, 0.05, 0.01]}